ORCA calculation (the ωB97M-V functional and the def2-TZVPD basis) on 10 unconnected molecules or ions with the total composition C30H86N6O10 at a distorted geometry.

XYZ file:
```
132
Properties=species:S:1:pos:R:3:forces:R:3
C -22.7157 -17.9184 15.9748 0.186 0.387 0.828
C -21.3019 -18.4539 16.0994 0.111 0.030 -1.887
O -20.4419 -17.4335 16.5931 -0.080 -0.213 0.452
H -22.7114 -16.9482 15.4769 0.170 0.080 0.089
H -23.0826 -17.7831 16.9952 -0.422 0.093 -0.167
H -23.3984 -18.5304 15.3884 0.175 -0.379 0.178
H -20.9816 -18.6729 15.0682 0.107 -0.179 0.033
H -21.2305 -19.4079 16.6246 -0.045 0.220 0.451
H -19.5763 -17.8314 16.7712 -0.196 -0.152 0.009
C -16.4195 -12.1563 7.2688 0.731 0.176 0.000
C -17.5154 -12.1633 8.3292 0.420 -0.382 -0.752
O -18.1075 -10.8813 8.4636 0.397 -0.115 0.539
H -16.0674 -13.1541 6.9974 -0.418 -0.081 -0.161
H -15.5007 -11.7016 7.6623 -0.206 0.167 0.232
H -16.6577 -11.5581 6.3895 -0.351 -0.309 -0.113
H -17.0230 -12.5790 9.2147 -0.386 0.470 0.478
H -18.3348 -12.8411 8.0942 0.005 0.015 -0.209
H -17.3911 -10.2732 8.6825 -0.182 0.104 -0.018
C -20.2379 -20.0198 11.7482 0.580 0.381 -0.429
C -21.5744 -19.3452 12.0267 0.559 -0.222 -0.143
C -21.3732 -17.8376 12.0389 0.240 0.731 -1.342
O -22.5622 -17.0847 12.2415 0.250 -0.917 0.818
C -22.3274 -15.7813 12.6707 -0.400 1.166 0.005
N -22.5424 -19.7445 11.0051 -0.251 -0.076 0.667
H -19.4633 -19.6980 12.4537 -0.168 -0.076 0.100
H -19.8436 -19.7505 10.7609 -0.145 -0.093 -0.063
H -20.3363 -21.1030 11.7905 -0.077 -0.021 -0.027
H -21.8431 -19.7830 12.9943 -0.634 0.539 0.034
H -21.0953 -17.5433 11.0104 0.383 -0.431 -0.116
H -20.4939 -17.5032 12.6047 -0.548 -0.098 0.740
H -23.3032 -15.3036 12.7763 -0.010 -0.109 0.171
H -21.7907 -15.1339 11.9607 0.199 -0.430 -0.213
H -21.8012 -15.7043 13.6255 0.073 -0.279 0.126
H -22.2654 -19.3354 10.1183 -0.062 0.001 -0.009
H -23.4291 -19.3225 11.2700 -0.013 -0.077 -0.312
C -19.8016 -21.8591 15.8413 1.772 -0.803 0.787
C -18.8081 -20.9300 15.1393 -0.611 -0.152 -1.658
C -17.7693 -20.3224 16.0407 0.598 1.109 0.580
O -18.4406 -19.6917 17.1244 -0.428 0.038 0.388
C -17.9421 -19.9861 18.4082 0.285 0.348 0.391
N -18.1448 -21.6861 14.0657 0.234 -0.320 -0.839
H -20.7797 -22.0067 15.3979 -0.116 0.499 -0.020
H -19.7961 -21.6135 16.9045 -0.810 0.239 -0.112
H -19.3067 -22.8394 15.8374 -0.178 -0.073 -0.152
H -19.3735 -20.1414 14.6266 -0.001 0.447 0.620
H -17.1783 -19.5182 15.5829 -0.268 -0.122 -0.660
H -16.9628 -20.9853 16.3725 -0.561 -0.642 0.212
H -17.7086 -21.0503 18.4976 0.219 0.082 0.055
H -18.6604 -19.7345 19.1925 -0.393 -0.053 -0.413
H -17.0844 -19.3400 18.6421 0.273 -0.416 -0.145
H -18.8475 -21.9181 13.3637 -0.105 -0.346 0.388
H -17.5286 -21.1151 13.4849 0.164 0.276 0.577
C -17.0503 -16.6098 14.9040 -1.750 -1.063 0.047
C -17.2118 -17.4073 13.5836 2.279 0.565 -0.135
C -17.8742 -16.6603 12.4319 -0.939 -0.386 0.494
O -17.0364 -15.6305 11.9845 0.214 0.291 -0.075
C -17.5783 -14.9612 10.8638 -0.179 0.067 -0.136
N -15.8083 -17.7039 13.1302 -1.170 -0.400 -0.186
H -16.4309 -17.1739 15.6036 0.463 0.138 -0.242
H -18.0073 -16.5898 15.4444 -0.080 0.522 -0.250
H -16.6759 -15.6059 14.7300 0.100 0.003 -0.001
H -17.6894 -18.3816 13.7050 -0.369 0.190 0.286
H -18.8675 -16.2876 12.7306 0.229 0.364 0.235
H -18.1246 -17.3627 11.6228 0.435 -0.062 -0.124
H -18.3051 -14.1975 11.1536 -0.323 -0.266 0.110
H -18.0221 -15.7138 10.2083 -0.216 0.208 -0.223
H -16.8183 -14.4203 10.3034 0.429 -0.313 0.223
H -15.4618 -16.8323 12.7438 0.104 -0.268 0.452
H -15.2912 -17.9667 13.9632 0.415 0.015 -0.178
C -14.5525 -21.3686 14.0473 -0.264 0.136 -0.341
C -13.3922 -20.4156 14.2665 0.011 0.210 1.226
C -12.8674 -19.7853 12.9842 -0.403 0.213 1.411
O -11.7847 -18.9780 13.4243 0.363 -0.421 -0.736
C -11.4090 -17.9724 12.5038 -0.137 0.324 0.898
N -13.8268 -19.3449 15.2208 -0.569 -0.092 -0.674
H -14.2215 -22.3239 13.6394 -0.010 -0.055 0.158
H -15.3001 -20.9690 13.3543 0.237 0.225 -0.119
H -15.1184 -21.5207 14.9668 0.234 -0.308 0.107
H -12.5978 -20.8969 14.8520 0.240 -0.576 -0.879
H -13.7164 -19.2001 12.6105 0.218 0.274 -0.300
H -12.5820 -20.5346 12.2447 0.245 -0.082 -0.086
H -12.2569 -17.2822 12.4247 1.020 -0.379 0.603
H -11.1229 -18.3195 11.5062 -0.171 -0.328 -0.009
H -10.5527 -17.4454 12.9233 0.011 -0.042 0.071
H -13.0192 -18.8338 15.5546 0.054 -0.012 -0.093
H -14.2219 -19.8436 16.0100 0.021 0.231 0.168
C -17.9845 -14.2790 17.2594 0.081 -0.838 0.994
C -18.8895 -13.6230 16.2335 0.214 1.085 0.522
C -20.3619 -14.0186 16.2771 0.277 -0.294 -0.528
O -20.9251 -13.4569 17.4322 0.375 0.687 0.842
C -22.3072 -13.5491 17.5236 -1.186 -0.827 -0.981
N -18.8569 -12.1361 16.4195 0.384 -0.484 0.293
H -18.2480 -15.3168 17.4915 0.100 -0.101 -0.520
H -18.0236 -13.8375 18.2611 -0.302 0.466 -0.240
H -16.9329 -14.2349 16.9695 -0.051 -0.083 -0.168
H -18.4503 -13.7713 15.2427 -0.386 -0.529 -0.068
H -20.5173 -15.1021 16.2880 0.172 -0.031 -0.118
H -20.8040 -13.6020 15.3640 -0.352 0.068 0.060
H -22.8097 -13.1029 16.6475 0.227 0.033 0.043
H -22.7463 -13.0645 18.3941 0.651 0.089 0.225
H -22.6200 -14.6079 17.5314 0.024 0.139 0.122
H -17.9099 -11.9524 16.7477 0.015 0.342 -0.351
H -19.4025 -11.9786 17.2678 -0.198 0.177 -0.300
C -16.5642 -18.1810 9.1839 -0.866 0.438 0.557
C -15.6908 -19.4042 9.3958 0.175 0.523 -1.265
C -16.1426 -20.4602 8.3685 -0.257 -1.373 1.782
O -17.4275 -20.9867 8.7516 0.330 0.357 -0.718
C -17.3438 -22.0100 9.6958 -0.919 -0.531 1.331
N -14.2898 -19.0318 9.1829 0.692 0.009 -0.591
H -16.4471 -17.3926 9.9309 0.286 -0.276 0.214
H -17.6041 -18.5179 9.2427 -0.022 0.113 -0.047
H -16.4567 -17.6617 8.2282 0.334 -0.422 -0.218
H -15.7991 -19.7659 10.4163 -0.078 -0.079 0.023
H -15.4896 -21.3367 8.4384 0.535 0.260 -0.452
H -16.1820 -20.0774 7.3523 -0.117 0.113 -0.030
H -16.6176 -21.8725 10.5060 0.221 0.438 -0.204
H -17.1991 -23.0458 9.3644 0.236 0.268 -0.832
H -18.3159 -22.0334 10.1972 -0.010 0.042 -0.005
H -14.1092 -18.9828 8.1784 -0.210 0.298 0.060
H -13.6105 -19.7344 9.4645 -0.350 -0.084 0.444
C -18.0523 -11.6501 12.4917 1.449 -0.406 -0.352
O -19.2989 -11.9030 13.0870 0.109 0.359 0.063
H -18.1060 -11.2537 11.4762 -0.724 -0.245 -0.035
H -17.3726 -10.9374 12.9809 -0.562 0.109 0.559
H -17.4682 -12.5816 12.4529 0.006 0.056 -0.192
H -19.1091 -12.0964 14.0155 -0.307 0.250 0.143
C -13.5972 -16.2098 11.0170 1.180 0.229 0.168
O -13.7394 -16.1182 9.6153 -0.451 -0.246 0.123
H -13.0685 -15.3299 11.4025 -0.446 0.392 -0.275
H -14.5265 -16.3410 11.5748 0.179 0.124 -0.514
H -12.8651 -16.9802 11.2995 -1.432 0.235 -1.190
H -14.0192 -17.0187 9.3596 0.170 0.193 -0.070
```
Positions in Å, forces in eV/Å.

Results
SMILES string: COC[C@H](C)N.COC[C@H](C)N.COC[C@H](C)N.COC[C@H](C)N.COC[C@H](C)N.COC[C@H](C)N.CCO.CCO.CO.CO
E_LUMO: 0.5283 eV
frontier orbital gap: 9.57 eV
largest force on an atom: 2.352 eV/Å
E_HOMO: -9.042 eV
relative energy (zero: lowest compared OMol25 entry of this formula, charge and spin): 231.5 kJ/mol